No. 1
# C3H13N2O3

3 unconnected molecules or ions with the total composition C3H13N2O3 (ωB97M-V with the def2-TZVPD basis set, the OMol25 dataset).

total charge = +1
HOMO = -14.501 eV
ΔE to the lowest compared entry with this formula, charge and spin = 0.727 eV
orbital gap = 11.534 eV
DFT total energy = -12438.9449 eV

```
21
Properties=species:S:1:pos:R:3:lowdin_charge:R:1
O -0.198 -0.898 -1.490 0.080
C -0.013 0.256 -1.810 -0.513
N 0.245 0.712 -3.036 0.206
C -0.163 1.330 -0.726 -0.039
N -0.419 0.655 0.568 0.002
C -0.151 1.514 1.756 0.022
H 0.273 0.096 -3.829 0.135
H 0.380 1.697 -3.177 0.122
H 0.613 2.080 -0.585 0.144
H -1.027 1.907 -1.024 0.146
H 0.102 -0.222 0.645 0.132
H -1.402 0.403 0.637 0.163
H -0.898 1.273 2.498 0.108
H -0.350 2.554 1.514 0.104
H 0.859 1.379 2.127 0.114
H -1.496 -1.882 0.218 0.039
H -0.589 -2.606 1.221 0.031
O -1.290 -1.939 1.165 -0.059
H 2.333 -2.690 0.518 0.060
H 1.613 -3.170 1.731 0.064
O 1.581 -2.449 1.079 -0.059
```

No. 2
# C4H10O2

A single C4H10O2 molecule (ωB97M-V with the def2-TZVPD basis set, the OMol25 dataset).

HOMO = -9.919 eV
ΔE to the lowest compared entry with this formula, charge and spin = 0.627 eV
SMILES = C[C@@H](O)CCO
orbital gap = 10.672 eV
DFT total energy = -8404.9200 eV

```
16
Properties=species:S:1:pos:R:3:lowdin_charge:R:1
C 1.277 1.082 -1.349 -0.057
C 0.215 0.592 -0.377 -0.468
O -1.039 0.863 -0.973 -0.047
C 0.357 -0.903 -0.072 -0.148
C -0.503 -1.374 1.098 -0.240
O -1.850 -0.901 0.977 -0.079
H 1.075 2.123 -1.617 0.081
H 2.282 1.015 -0.916 0.080
H 1.247 0.487 -2.269 0.085
H 0.318 1.157 0.571 0.143
H -1.687 0.354 -0.459 0.065
H 1.402 -1.148 0.162 0.122
H 0.091 -1.454 -0.983 0.127
H -0.067 -1.024 2.043 0.120
H -0.526 -2.471 1.131 0.115
H -2.077 -0.420 1.779 0.099
```

No. 3
# C22H14ClF3N2O3S

A molecular structure, C22H14ClF3N2O3S in a non-equilibrium geometry (ωB97M-V with the def2-TZVPD basis set, the OMol25 dataset).

HOMO = -7.721 eV
ΔE to the lowest compared entry with this formula, charge and spin = 0.000 eV
orbital gap = 6.013 eV
DFT total energy = -63669.6098 eV

```
46
Properties=species:S:1:pos:R:3:lowdin_charge:R:1
Cl -4.382 -1.174 -2.120 0.752
C -3.117 -0.112 -2.559 -0.615
C -3.292 0.824 -3.587 -0.033
C -2.259 1.733 -3.810 -0.005
C -1.111 1.676 -3.036 -0.059
N -0.874 0.656 -2.170 0.004
C 0.516 0.679 -1.565 -0.441
C 0.845 -0.616 -0.760 -0.272
C 2.277 -1.002 -0.583 -0.168
C 2.538 -2.279 -0.029 0.012
C 3.871 -2.718 0.048 -0.057
C 4.913 -1.888 -0.394 -0.063
C 4.637 -0.587 -0.863 -0.055
C 3.314 -0.146 -0.920 -0.044
O -0.036 -1.346 -0.285 0.063
C -1.883 -0.222 -1.902 -0.008
H -4.200 0.831 -4.160 0.116
H -2.307 2.495 -4.589 0.125
H -0.317 2.440 -3.037 0.063
H 1.273 0.689 -2.388 0.089
H 1.718 -2.901 0.310 0.120
H 4.063 -3.698 0.445 0.098
H 5.933 -2.245 -0.351 0.100
H 5.429 0.066 -1.189 0.099
H 3.038 0.894 -1.163 0.054
H -1.712 -0.983 -1.158 0.120
F 1.862 4.611 0.492 0.084
C 1.187 3.487 0.831 -0.520
F 1.867 2.871 1.807 0.136
F -0.007 3.850 1.321 0.122
S 1.125 2.382 -1.337 0.924
N -0.276 1.279 1.324 0.096
C -1.594 1.123 1.111 -0.479
O -2.336 1.697 0.334 0.035
C -2.016 0.095 2.138 -0.104
C -0.843 -0.393 2.686 -0.092
C -0.814 -1.503 3.550 -0.004
C -2.055 -2.052 3.825 -0.096
C -3.248 -1.547 3.281 -0.093
C -3.245 -0.460 2.420 -0.029
C 0.315 0.288 2.022 -0.510
O 1.468 0.007 2.143 0.092
H 0.155 -1.838 3.906 0.115
H -2.079 -2.940 4.490 0.105
H -4.199 -2.032 3.515 0.098
H -4.142 0.009 1.956 0.126
```